The following is a DFT calculation (ωB97M-V/def2-TZVPD) of a cluster of 4 separate species, C3H12O3 in total.

Each line ends with the Löwdin charge.
Element x y z (Å)
C (-0.04, -1.39, -1.38)  -0.101
C (0.11, -2.34, -0.21)  -0.235
C (0.26, -1.96, 1.06)  -0.029
H (0.32, -1.69, -2.36)  0.065
H (-1.04, -0.96, -1.41)  0.046
H (0.69, -0.62, -1.08)  0.081
H (0.19, -3.35, -0.57)  0.087
H (0.10, -2.72, 1.83)  0.050
H (0.10, -1.01, 1.55)  0.050
H (-1.97, 1.31, 0.21)  0.023
H (-1.65, 2.68, 0.09)  0.045
O (-1.50, 1.87, -0.42)  -0.065
H (-3.19, -0.23, -1.36)  0.011
H (-4.51, -0.20, -0.50)  0.014
O (-4.13, -0.02, -1.34)  -0.039
H (5.83, 3.71, 1.27)  0.048
H (4.82, 3.65, 2.52)  0.037
O (5.61, 3.26, 2.11)  -0.085

Properties
* E_HOMO: -9.78 eV
* energy relative to the best compared isomer or geometry (same formula, charge and spin): 1.621 eV
* max |F|: 2.43 eV/A
* orbital gap: 10.262 eV
* calculated total energy: -9446.40596 eV
* SMILES: C=CC.O.O.O
* 2S+1: 1